One molecule with the formula C4H5NO, computed with ωB97M-V/def2-TZVPD.

Structure (XYZ):
```
11
Properties=species:S:1:pos:R:3:forces:R:3
O 0.008 -0.797 2.060 0.210 -0.092 0.017
C 0.161 -0.083 0.876 -0.118 0.041 -0.107
C -1.047 0.070 0.029 0.211 0.077 -0.180
N -0.589 0.238 -1.177 -0.130 -0.029 0.216
C 0.838 0.073 -1.227 0.185 -0.027 -0.026
C 1.363 -0.246 -0.011 -0.333 0.133 -0.214
H 0.899 -1.114 2.262 -0.118 -0.024 0.021
H -2.096 0.153 0.285 0.136 0.013 -0.037
H -1.173 0.500 -1.965 0.084 -0.057 0.104
H 1.293 0.194 -2.204 -0.063 -0.072 0.173
H 0.342 1.011 1.072 -0.064 0.036 0.032
```
Positions in Å, forces in eV/Å.

Computed properties:
- Frontier orbital gap: 8.192 eV
- Total energy: -7762.7411 eV
- Net charge: 0

C41H29ClN3O4SSbTl as an isolated structure in a non-equilibrium geometry, computed with ωB97M-V/def2-TZVPD.

Structure (XYZ):
```
81
Properties=species:S:1:pos:R:3:forces:R:3
Tl 1.232 -2.278 -1.588 -0.283 -0.258 0.105
O 2.511 -2.363 5.790 -1.326 -0.380 -0.171
C 1.398 -2.741 5.323 0.039 0.130 0.356
O 0.264 -2.892 5.848 1.002 0.171 -0.111
C 1.433 -3.060 3.807 0.924 0.197 0.647
C 2.627 -2.812 3.122 -1.514 0.164 0.513
C 2.595 -2.993 1.771 0.953 0.277 -1.953
N 1.546 -3.462 1.071 0.487 0.075 0.893
C 0.454 -3.778 1.783 0.243 -0.271 -0.996
C 0.342 -3.570 3.135 0.595 0.038 0.658
C -0.651 -4.357 0.981 -1.157 0.986 0.902
C -1.994 -3.957 1.249 1.194 -0.809 -0.522
C -3.017 -4.426 0.459 0.273 0.016 -0.176
C -2.671 -5.270 -0.603 -0.301 0.557 -0.713
C -1.323 -5.567 -0.788 0.427 -1.771 -0.409
N -0.329 -5.181 0.015 -0.287 0.103 -0.538
C 3.817 -2.551 0.965 -1.542 0.125 -1.059
C 5.078 -2.628 1.486 0.579 -0.677 1.724
C 6.182 -2.244 0.751 0.259 0.190 -1.456
C 5.970 -1.732 -0.555 0.453 -0.631 2.014
C 4.668 -1.611 -0.953 -0.206 -0.867 0.268
N 3.626 -2.064 -0.274 -0.644 -0.069 1.007
H 3.421 -2.340 3.666 0.293 -0.088 0.144
H -0.500 -3.830 3.746 -0.488 0.003 -0.046
H -2.157 -3.303 2.062 -0.242 0.673 0.701
H -4.039 -4.090 0.648 0.245 -0.264 -0.169
H -3.445 -5.532 -1.345 0.634 -0.237 0.493
H -0.918 -6.306 -1.526 -1.050 0.837 0.201
H 5.084 -3.070 2.497 0.731 0.359 -0.591
H 7.220 -2.381 1.056 -0.432 -0.011 0.360
H 6.808 -1.516 -1.190 0.084 0.327 -0.209
H 4.402 -1.248 -1.889 -0.257 0.851 -1.737
Cl 0.099 5.917 -4.003 0.337 -0.546 -0.157
C 0.690 4.241 -4.030 -0.917 -0.499 -0.434
C 0.025 3.295 -4.855 0.429 1.382 1.570
C 0.330 1.968 -4.673 -0.580 -0.051 -1.240
C 1.288 1.577 -3.802 0.918 -0.729 1.036
C 1.965 2.498 -3.043 -0.120 0.480 -0.218
C 1.664 3.852 -3.134 0.622 0.553 0.373
C 1.505 0.089 -3.576 0.589 0.453 1.738
O 1.066 -0.698 -4.384 -0.615 -1.001 -1.322
O 2.075 -0.228 -2.461 0.220 0.734 -0.464
H -0.806 3.659 -5.413 -0.348 -0.028 -0.668
H -0.111 1.139 -5.193 -0.587 0.054 -0.463
H 2.705 2.090 -2.404 0.611 0.043 0.798
H 2.185 4.603 -2.509 -0.428 -0.552 -0.411
S 0.060 -0.609 1.229 0.763 -1.051 0.273
Sb -1.048 1.169 0.630 -1.262 0.590 -0.948
C -2.650 1.511 1.945 0.003 0.746 0.370
C -2.800 0.598 2.988 0.603 0.317 -0.516
C -3.802 0.741 3.901 -1.853 1.004 -0.266
C -4.740 1.776 3.701 0.831 -0.661 1.339
C -4.510 2.738 2.745 -1.729 0.172 0.335
C -3.488 2.644 1.872 1.750 -1.444 -0.780
C 0.053 2.922 0.538 1.086 0.806 0.300
C -0.428 4.173 0.117 -0.765 -1.218 -0.639
C 0.424 5.268 0.062 -0.141 -1.104 1.234
C 1.726 5.118 0.553 -0.272 0.747 -1.132
C 2.229 3.883 0.947 1.537 1.090 0.432
C 1.389 2.806 0.972 -0.339 -1.279 0.089
C -2.100 0.900 -1.217 0.719 0.070 0.030
C -2.602 -0.385 -1.378 -0.504 0.296 -0.023
C -3.428 -0.673 -2.461 0.162 -1.432 0.496
C -3.590 0.232 -3.477 0.750 1.248 0.454
C -2.950 1.482 -3.382 -0.779 0.372 0.068
C -2.248 1.860 -2.225 -0.751 -1.144 -0.298
H -2.093 -0.193 3.132 0.414 -0.445 -0.209
H -3.936 0.033 4.693 0.031 -0.217 0.353
H -5.552 1.899 4.410 -0.088 -0.086 -0.169
H -5.237 3.511 2.587 -0.195 0.471 0.248
H -3.349 3.410 1.136 0.120 0.182 -0.404
H -1.479 4.195 -0.258 0.944 0.424 0.377
H 0.002 6.209 -0.205 0.134 0.635 -0.367
H 2.323 6.018 0.466 0.396 -0.208 0.356
H 3.312 3.782 1.264 -1.516 0.138 -0.382
H 1.813 1.853 1.342 -0.614 0.409 -0.399
H -2.423 -1.146 -0.626 0.016 0.004 0.042
H -3.900 -1.671 -2.475 0.226 0.625 -0.219
H -4.224 0.034 -4.311 -0.259 -0.202 -0.506
H -3.178 2.204 -4.181 0.480 -0.229 0.432
H -1.891 2.860 -2.076 0.287 0.336 -0.238
```
Positions in Å, forces in eV/Å.

Computed properties:
- Frontier orbital gap: 7.479 eV
- Total energy: -90239.0877 eV
- Net charge: -1

A 3-piece molecular cluster, C3H12N2OS overall in a non-equilibrium geometry, computed with ωB97M-V/def2-TZVPD.

Structure (XYZ):
```
19
Properties=species:S:1:pos:R:3:forces:R:3
N 0.586 1.417 2.728 -0.729 -3.017 -0.283
C -0.176 0.084 0.565 1.400 -1.766 -3.964
C -1.191 0.632 -0.404 1.754 2.362 -1.378
S -0.577 0.887 -2.227 0.133 0.346 0.814
C 1.322 -0.091 0.096 -0.980 0.699 -0.891
N 1.515 -1.217 -0.952 -3.317 1.404 0.249
H 0.102 1.995 3.391 -1.152 0.500 -0.560
H 1.520 1.748 2.607 0.447 0.316 -1.269
H -0.449 -0.902 0.926 -0.689 0.037 1.051
H -1.778 -0.173 -0.755 -1.557 -2.213 0.313
H -1.752 1.568 -0.248 0.213 -0.746 0.605
H -0.810 -0.441 -2.575 -0.186 0.513 0.506
H 1.940 -0.201 0.981 0.149 -0.506 -0.060
H 1.562 0.878 -0.371 0.335 -0.537 -0.078
H 0.869 -0.864 -1.780 1.989 -0.931 2.037
H 0.904 -2.025 -0.646 0.960 0.878 -0.293
H -2.199 -2.215 -1.476 0.036 -0.164 -0.141
H -0.065 0.732 1.629 1.394 2.720 3.089
O -1.323 -1.813 -1.490 -0.199 0.104 0.253
```
Positions in Å, forces in eV/Å.

Computed properties:
- Frontier orbital gap: 4.154 eV
- Total energy: -19159.7216 eV
- Net charge: 0

C44H39N2O2P2PtSi as an isolated structure, computed with ωB97M-V/def2-TZVPD.

Structure (XYZ):
```
91
Properties=species:S:1:pos:R:3:forces:R:3
Pt -0.094 0.467 0.140 0.043 -0.004 0.008
C -0.616 4.037 0.694 -0.011 0.084 0.115
Si -0.020 2.714 -0.475 -0.154 -0.192 -0.157
C -1.198 2.666 -1.960 -0.015 0.064 -0.060
C -1.100 3.414 -3.131 -0.018 0.030 0.023
C -2.059 3.305 -4.131 -0.006 -0.026 0.034
C -3.143 2.452 -3.974 0.013 0.016 0.007
C -3.263 1.693 -2.817 -0.020 -0.009 -0.007
C -2.294 1.798 -1.826 -0.051 -0.009 0.111
P -2.313 0.820 -0.290 -0.045 -0.153 -0.459
C -3.216 -0.711 -0.659 -0.040 0.054 0.006
C -4.314 -1.123 0.088 -0.049 -0.026 0.007
C -4.923 -2.344 -0.185 0.018 0.033 0.014
C -4.441 -3.149 -1.203 0.019 -0.008 -0.023
C -3.345 -2.738 -1.956 -0.004 -0.008 0.012
C -2.732 -1.528 -1.682 0.006 0.002 -0.005
C -3.336 1.701 0.906 -0.020 -0.042 0.094
C -3.126 1.464 2.263 0.044 0.056 0.027
C -3.927 2.080 3.212 -0.004 0.008 -0.021
C -4.938 2.941 2.805 0.002 -0.006 0.010
C -5.141 3.191 1.455 0.004 0.004 -0.022
C -4.344 2.572 0.503 -0.016 0.004 0.037
C 1.750 3.134 -0.935 0.161 0.085 -0.060
C 2.155 4.330 -1.533 -0.033 -0.056 -0.042
C 3.492 4.562 -1.823 0.009 -0.019 0.014
C 4.453 3.610 -1.504 -0.009 0.007 0.004
C 4.081 2.432 -0.876 0.022 0.037 0.043
C 2.738 2.208 -0.588 -0.027 -0.120 -0.041
P 2.171 0.774 0.367 -0.008 0.292 0.377
C 2.297 1.285 2.118 0.175 -0.068 -0.083
C 1.938 0.364 3.104 -0.011 -0.016 -0.029
C 1.947 0.727 4.439 -0.004 0.026 0.027
C 2.305 2.020 4.805 0.000 -0.020 -0.021
C 2.660 2.940 3.832 0.005 -0.015 -0.017
C 2.660 2.574 2.490 0.013 0.029 -0.009
C 3.429 -0.499 0.121 -0.060 -0.135 -0.010
C 4.390 -0.797 1.083 0.015 -0.014 -0.023
C 5.356 -1.760 0.819 0.009 0.017 0.021
C 5.368 -2.420 -0.401 0.010 -0.014 -0.007
C 4.413 -2.124 -1.365 -0.028 0.005 0.027
C 3.444 -1.170 -1.103 -0.006 -0.003 0.006
H -0.638 4.996 0.167 0.015 0.006 0.026
H 0.055 4.136 1.550 -0.011 -0.011 0.001
H -1.621 3.838 1.065 -0.028 0.008 0.005
H -0.256 4.078 -3.279 -0.012 0.002 -0.007
H -1.958 3.883 -5.041 0.004 0.001 0.005
H -3.888 2.369 -4.754 0.008 -0.004 -0.002
H -4.096 1.009 -2.703 0.005 -0.001 0.010
H -4.702 -0.495 0.879 0.002 -0.002 -0.007
H -5.780 -2.657 0.396 0.000 0.003 0.001
H -4.921 -4.095 -1.419 0.004 0.000 -0.002
H -2.972 -3.362 -2.758 -0.005 0.000 -0.002
H -1.878 -1.208 -2.270 0.004 0.004 0.000
H -2.313 0.818 2.579 -0.003 0.000 -0.019
H -3.757 1.898 4.265 -0.006 -0.004 -0.001
H -5.565 3.424 3.543 0.009 0.008 0.000
H -5.920 3.874 1.141 -0.002 -0.003 0.003
H -4.498 2.780 -0.548 -0.005 -0.016 -0.009
H 1.421 5.086 -1.790 0.007 0.005 0.014
H 3.788 5.486 -2.302 -0.002 0.001 0.000
H 5.495 3.791 -1.735 -0.004 0.003 -0.012
H 4.832 1.698 -0.609 -0.016 -0.006 0.002
H 1.663 -0.648 2.823 -0.018 -0.005 -0.008
H 1.675 0.004 5.198 0.007 0.001 -0.004
H 2.310 2.307 5.849 -0.004 -0.006 0.000
H 2.946 3.945 4.113 -0.007 0.000 -0.005
H 2.943 3.298 1.737 0.008 0.005 0.003
H 4.394 -0.278 2.032 -0.009 0.001 0.005
H 6.103 -1.987 1.567 -0.002 0.000 -0.001
H 6.124 -3.167 -0.602 -0.003 0.002 0.000
H 4.417 -2.641 -2.313 -0.019 -0.025 -0.030
H 2.702 -0.937 -1.859 -0.009 0.006 -0.008
O 0.261 -7.472 -2.860 0.025 0.063 0.016
C 1.271 -7.121 -1.949 -0.053 -0.026 0.009
N 0.809 -6.180 -0.946 0.110 -0.041 -0.010
C 1.044 -4.851 -1.066 -0.142 0.124 0.038
O 1.692 -4.358 -1.971 0.053 -0.005 -0.024
C 0.432 -3.968 -0.008 0.038 0.055 -0.170
C -0.019 -4.393 1.229 -0.037 -0.064 0.090
C -0.620 -3.476 2.080 -0.006 -0.028 -0.079
C -0.730 -2.165 1.666 -0.059 0.083 -0.012
N -0.241 -1.729 0.496 0.220 -0.047 0.203
C 0.324 -2.618 -0.320 -0.119 0.049 0.036
H 0.147 -6.749 -3.487 0.007 -0.018 -0.033
H 2.128 -6.666 -2.441 0.028 -0.004 0.025
H 1.575 -8.040 -1.454 -0.036 -0.013 -0.004
H 0.083 -6.494 -0.324 0.021 -0.019 0.030
H 0.100 -5.423 1.546 -0.019 0.013 -0.009
H -1.001 -3.771 3.047 -0.004 -0.003 -0.003
H -1.227 -1.423 2.279 0.073 0.009 0.033
H 0.697 -2.259 -1.267 0.059 0.010 -0.021
```
Positions in Å, forces in eV/Å.

Computed properties:
- Frontier orbital gap: 8.471 eV
- Total energy: -83038.0784 eV
- Net charge: +1

One molecule with the formula C4H6N2O, computed with ωB97M-V/def2-TZVPD.

Structure (XYZ):
```
13
Properties=species:S:1:pos:R:3:forces:R:3
N -2.261 -0.213 -0.125 -0.138 0.075 0.064
C -0.892 0.073 0.046 0.234 0.198 -0.007
C -0.183 1.240 0.203 -0.189 -0.222 -0.051
C 1.209 0.902 0.185 0.106 -0.129 0.045
C 1.282 -0.454 0.030 -0.187 0.233 -0.026
O 2.337 -1.318 -0.056 0.097 0.037 -0.096
N 0.010 -0.955 -0.056 0.013 -0.044 -0.017
H -2.765 0.610 -0.426 0.006 -0.054 0.007
H -2.700 -0.570 0.714 0.012 0.032 0.031
H -0.609 2.226 0.319 0.037 -0.098 -0.023
H 2.049 1.575 0.286 -0.109 -0.104 -0.012
H 2.746 -1.192 -0.920 0.071 -0.079 0.126
H -0.225 -1.924 -0.200 0.047 0.154 -0.042
```
Positions in Å, forces in eV/Å.

Computed properties:
- Frontier orbital gap: 8.406 eV
- Total energy: -9272.5855 eV
- SMILES: Nc1ccc(O)[nH]1
- Net charge: 0